{
  "formula": "C51H144N21O16P7",
  "method": "ωB97M-V/def2-TZVPD",
  "species": ["O", "P", "N", "C", "C", "N", "C", "C", "N", "C", "C", "H", "H", "H", "H", "H", "H", "H", "H", "H", "H", "H", "H", "H", "H", "H", "H", "H", "H", "O", "P", "N", "C", "C", "N", "C", "C", "N", "C", "C", "H", "H", "H", "H", "H", "H", "H", "H", "H", "H", "H", "H", "H", "H", "H", "H", "H", "H", "O", "P", "N", "C", "C", "N", "C", "C", "N", "C", "C", "H", "H", "H", "H", "H", "H", "H", "H", "H", "H", "H", "H", "H", "H", "H", "H", "H", "H", "O", "P", "N", "C", "C", "N", "C", "C", "N", "C", "C", "H", "H", "H", "H", "H", "H", "H", "H", "H", "H", "H", "H", "H", "H", "H", "H", "H", "H", "O", "P", "N", "C", "C", "N", "C", "C", "N", "C", "C", "H", "H", "H", "H", "H", "H", "H", "H", "H", "H", "H", "H", "H", "H", "H", "H", "H", "H", "O", "P", "N", "C", "C", "N", "C", "C", "N", "C", "C", "H", "H", "H", "H", "H", "H", "H", "H", "H", "H", "H", "H", "H", "H", "H", "H", "H", "H", "O", "P", "N", "C", "C", "N", "C", "C", "N", "C", "C", "H", "H", "H", "H", "H", "H", "H", "H", "H", "H", "H", "H", "H", "H", "H", "H", "H", "H", "C", "O", "C", "O", "O", "C", "H", "H", "H", "H", "H", "H", "C", "O", "C", "O", "O", "C", "H", "H", "H", "H", "H", "H", "C", "O", "C", "O", "O", "C", "H", "H", "H", "H", "H", "H"],
  "xyz": [[6.34553, 3.74109, 1.91097], [5.15080, 4.19213, 1.10621], [5.54578, 5.10784, -0.29875], [4.55022, 5.49456, -1.31417], [6.92712, 5.31282, -0.81357], [4.15156, 5.27365, 1.95785], [2.80037, 5.54931, 1.45712], [4.47643, 5.79130, 3.29260], [3.99558, 3.04662, 0.64393], [3.32155, 2.22790, 1.74755], [4.41452, 2.12960, -0.42714], [4.09304, 6.40068, -0.91665], [3.69593, 4.82614, -1.42147], [4.98092, 5.68453, -2.29728], [7.02507, 4.91805, -1.82484], [7.60577, 4.76732, -0.15785], [6.99524, 6.39726, -0.72722], [2.05595, 5.18854, 2.16689], [2.77631, 6.63842, 1.49415], [2.62974, 5.20816, 0.43604], [5.48381, 5.50403, 3.59387], [4.33529, 6.86226, 3.43819], [3.77825, 5.38028, 4.02180], [3.36838, 2.72420, 2.71687], [2.26649, 2.01556, 1.57469], [3.72853, 1.22443, 1.87214], [4.60510, 2.76370, -1.29299], [3.55028, 1.51663, -0.68294], [5.18761, 1.43790, -0.09252], [0.05911, -2.86750, 5.73933], [0.13821, -1.48702, 6.23255], [-0.01116, -1.28519, 7.90820], [-0.79999, -2.31938, 8.68968], [0.10873, 0.00216, 8.59859], [-1.17372, -0.49918, 5.69666], [-1.09001, 0.86211, 5.35638], [-2.57469, -1.05847, 5.73493], [1.63424, -0.73633, 5.95512], [1.99673, -0.23992, 4.57970], [2.84665, -1.08656, 6.75975], [-1.85851, -2.05940, 8.69605], [-0.50604, -2.38554, 9.73721], [-0.60784, -3.28998, 8.23239], [0.74572, 0.01981, 9.48291], [-0.85347, 0.41429, 8.90259], [0.56861, 0.67168, 7.87171], [-0.71305, 0.85588, 4.33366], [-1.98307, 1.45511, 5.55357], [-0.43586, 1.32440, 6.09563], [-3.19068, -0.42927, 5.09247], [-2.73296, -2.11996, 5.54442], [-2.88211, -0.76083, 6.73744], [1.32911, -0.62804, 3.81045], [1.90114, 0.84538, 4.61285], [3.03063, -0.40860, 4.27855], [3.56359, -0.27356, 6.64518], [3.29953, -1.98271, 6.33556], [2.71207, -1.18676, 7.83676], [-1.55244, -0.54620, 1.72221], [-1.00768, -0.15850, 0.40488], [-2.21530, -0.40924, -0.78381], [-3.21679, -1.57784, -0.65700], [-2.21737, 0.25120, -2.13110], [0.34314, -1.11391, -0.08125], [1.78061, -0.80415, 0.28425], [0.08202, -2.53762, -0.34760], [-0.59553, 1.48665, 0.32142], [0.14791, 2.07067, -0.83785], [-0.85717, 2.52497, 1.34543], [-4.21927, -1.15346, -0.71198], [-3.11995, -2.10267, 0.29341], [-3.08500, -2.24240, -1.51088], [-1.31952, -0.04962, -2.67099], [-2.17111, 1.32208, -1.93312], [-3.14211, 0.04664, -2.67064], [2.53318, -1.28546, -0.34032], [1.90575, 0.25889, 0.07826], [2.02687, -1.12857, 1.29528], [-0.97256, -2.69134, -0.57631], [0.65488, -2.88913, -1.20573], [0.31636, -3.05686, 0.58168], [-0.45956, 2.86437, -1.27273], [1.06994, 2.54754, -0.50536], [0.39779, 1.37078, -1.63522], [-0.22052, 2.19228, 2.16524], [-1.87877, 2.52436, 1.72550], [-0.41586, 3.51932, 1.27758], [4.37142, -1.02700, 1.80482], [4.94400, -2.25758, 2.42001], [5.55914, -2.09635, 4.01138], [6.11602, -0.75386, 4.48932], [5.90351, -3.28478, 4.78584], [6.25505, -3.06747, 1.54634], [7.01309, -2.32499, 0.53466], [6.68931, -4.39225, 1.80795], [3.73092, -3.46087, 2.55516], [3.22085, -4.09940, 1.38687], [2.63516, -3.41249, 3.61245], [5.75417, 0.11439, 3.93859], [7.19544, -0.80333, 4.34613], [5.92568, -0.52931, 5.53882], [5.16322, -4.04573, 4.53882], [5.74955, -3.07592, 5.84450], [6.92718, -3.59983, 4.58346], [6.39928, -1.55988, 0.05933], [7.97287, -1.91861, 0.85368], [7.26968, -2.93456, -0.33178], [6.31501, -5.10383, 1.07198], [7.77621, -4.45649, 1.75690], [6.37149, -4.65805, 2.81614], [3.97003, -4.76087, 0.95178], [2.35926, -4.67590, 1.72363], [2.95693, -3.35756, 0.63315], [2.14859, -4.37389, 3.77698], [1.88749, -2.72639, 3.21450], [3.01883, -3.05385, 4.56757], [0.08084, 6.32315, -3.27655], [-1.23499, 5.77356, -2.96410], [-1.58337, 4.19096, -3.65642], [-0.52258, 3.44761, -4.44440], [-2.96737, 3.73520, -3.87562], [-2.42760, 6.87741, -3.55090], [-2.71846, 7.20322, -4.96087], [-3.45868, 7.53793, -2.65285], [-1.46263, 5.52095, -1.25187], [-2.65129, 4.81877, -0.69463], [-0.60286, 6.11615, -0.28638], [-0.83788, 2.40893, -4.54344], [0.43906, 3.50442, -3.93438], [-0.36380, 3.90725, -5.41992], [-3.66682, 4.29729, -3.25681], [-3.00780, 2.65701, -3.72083], [-3.41053, 3.78242, -4.87035], [-1.84419, 7.74013, -5.32895], [-2.89840, 6.27927, -5.51046], [-3.64068, 7.77409, -5.06905], [-4.42191, 7.02801, -2.63559], [-3.06190, 7.62616, -1.64148], [-3.58310, 8.58697, -2.92139], [-2.61511, 4.76472, 0.39343], [-3.50766, 5.46077, -0.90092], [-2.75984, 3.84998, -1.18224], [0.23456, 5.48461, 0.01025], [-1.17859, 6.55175, 0.53024], [-0.03703, 6.89984, -0.79013], [0.84192, -4.66301, -6.74468], [-0.19581, -3.97780, -5.88822], [-0.70528, -4.89890, -4.50011], [-1.91847, -4.60105, -3.70553], [0.14619, -5.89537, -3.91452], [-1.65797, -3.58742, -6.64923], [-1.69147, -2.46129, -7.60439], [-2.54787, -4.69454, -7.09765], [0.32383, -2.47783, -5.18621], [1.28782, -1.55160, -5.84754], [0.07887, -2.04358, -3.78393], [-1.71718, -4.20688, -2.70942], [-2.44148, -5.54005, -3.52424], [-2.55081, -3.91824, -4.27299], [0.73921, -6.39547, -4.68023], [-0.39349, -6.70349, -3.42079], [0.84226, -5.58182, -3.13653], [-1.47301, -2.80422, -8.61572], [-2.72794, -2.12391, -7.60365], [-1.02296, -1.63224, -7.37226], [-3.49360, -4.25504, -7.41474], [-2.08331, -5.23824, -7.92025], [-2.79090, -5.32497, -6.24232], [1.62398, -1.92493, -6.81486], [0.86100, -0.55446, -5.95543], [2.21862, -1.59199, -5.28177], [0.74267, -2.64485, -3.16268], [-0.94040, -2.27077, -3.47155], [0.27141, -0.98372, -3.61748], [-5.27422, -6.08913, 2.93149], [-4.55633, -4.85519, 3.32833], [-5.21047, -3.47027, 2.47084], [-5.48285, -3.58921, 1.01770], [-4.97292, -2.03769, 2.92200], [-2.91832, -4.77234, 2.73119], [-2.49206, -5.63637, 1.65589], [-1.94383, -3.78679, 3.14651], [-4.52017, -4.47156, 4.93646], [-5.68015, -3.95530, 5.60910], [-3.71121, -5.37137, 5.89163], [-5.93841, -4.55975, 0.82121], [-4.60281, -3.63823, 0.37643], [-6.23686, -2.86993, 0.69799], [-4.89097, -1.32813, 2.09865], [-4.06284, -2.03496, 3.52188], [-5.81117, -1.70790, 3.53572], [-1.40858, -5.72048, 1.74006], [-2.94413, -6.61270, 1.83059], [-2.75182, -5.16501, 0.70803], [-2.43327, -2.97550, 3.68535], [-1.28890, -4.11679, 3.95291], [-1.36007, -3.39694, 2.31263], [-5.44148, -3.45429, 6.54725], [-6.24039, -3.19524, 5.06453], [-6.31863, -4.83659, 5.67053], [-2.76353, -5.67520, 5.44701], [-4.37178, -6.20519, 6.12930], [-3.61551, -4.93591, 6.88628], [4.02380, -0.81530, -2.71763], [2.76753, -0.26964, -3.02674], [2.57172, 0.85781, -3.76029], [1.51694, 1.17283, -4.20525], [3.75232, 1.57989, -3.84778], [3.93920, 2.65629, -4.76729], [4.47007, -1.22412, -3.62416], [3.84598, -1.67309, -2.06903], [4.66057, -0.07636, -2.23119], [4.02482, 3.55344, -4.15418], [3.18460, 2.66819, -5.55376], [4.83533, 2.60866, -5.38598], [-2.98092, 0.30478, -5.45063], [-2.21816, 0.91609, -6.50829], [-2.85814, 1.53601, -7.56501], [-4.07019, 1.39584, -7.78939], [-1.87057, 2.34058, -8.19326], [-2.33311, 3.20796, -9.25581], [-2.29121, 0.41490, -4.61380], [-3.39155, -0.69745, -5.57327], [-3.74903, 1.04126, -5.21462], [-3.23625, 3.68892, -8.88015], [-2.56997, 2.53958, -10.08362], [-1.65742, 4.03771, -9.46333], [-7.58827, 0.20736, -1.86924], [-6.55054, 1.13406, -2.27769], [-5.58316, 1.62283, -1.44366], [-4.73386, 2.44235, -1.79219], [-5.79965, 1.06496, -0.14858], [-5.06059, 1.53054, 0.98494], [-7.18346, -0.77142, -1.61193], [-8.25152, 0.05178, -2.72013], [-8.10978, 0.64000, -1.01546], [-5.64716, 2.28550, 1.50844], [-4.06723, 1.92346, 0.76819], [-5.01609, 0.75930, 1.75389]],
  "lowdin_charge": [-0.3194, 0.5862, -0.2998, -0.1236, -0.0925, -0.3111, -0.1298, -0.1099, -0.2766, -0.0741, -0.1132, 0.0742, 0.0596, 0.0786, 0.0715, 0.0691, 0.0839, 0.0756, 0.0823, 0.0470, 0.0731, 0.0722, 0.0689, 0.0743, 0.0531, 0.0478, 0.0655, 0.0569, 0.0886, -0.2854, 0.5674, -0.3031, -0.0868, -0.1272, -0.2975, -0.1494, -0.0700, -0.2700, -0.0940, -0.0862, 0.0631, 0.0713, 0.0658, 0.0757, 0.0781, 0.0563, 0.0654, 0.0893, 0.0635, 0.0724, 0.0558, 0.0704, 0.0683, 0.0721, 0.0591, 0.0738, 0.0559, 0.0746, -0.3040, 0.5670, -0.2537, -0.0843, -0.0979, -0.2580, -0.0767, -0.1045, -0.2539, -0.0994, -0.0965, 0.0627, 0.0494, 0.0645, 0.0475, 0.0566, 0.0765, 0.0525, 0.0417, 0.0531, 0.0512, 0.0594, 0.0682, 0.0593, 0.0679, 0.0659, 0.0564, 0.0706, 0.0703, -0.3028, 0.6502, -0.2947, -0.0687, -0.1339, -0.2972, -0.1171, -0.1482, -0.2964, -0.1275, -0.0696, 0.0686, 0.0733, 0.0645, 0.0659, 0.0801, 0.0776, 0.0601, 0.0784, 0.0746, 0.0757, 0.0875, 0.0540, 0.0703, 0.0828, 0.0600, 0.0866, 0.0633, 0.0475, -0.2949, 0.6128, -0.2653, -0.0782, -0.1386, -0.2885, -0.1040, -0.1123, -0.3003, -0.0961, -0.1466, 0.0597, 0.0577, 0.0778, 0.0626, 0.0423, 0.0725, 0.0800, 0.0632, 0.0758, 0.0722, 0.0614, 0.0739, 0.0751, 0.0619, 0.0467, 0.0520, 0.0883, 0.0737, -0.3206, 0.6242, -0.2920, -0.1242, -0.1397, -0.3191, -0.1050, -0.0963, -0.2705, -0.1037, -0.0959, 0.0561, 0.0788, 0.0689, 0.0754, 0.0776, 0.0720, 0.0831, 0.0732, 0.0668, 0.0786, 0.0845, 0.0661, 0.0764, 0.0731, 0.0718, 0.0648, 0.0529, 0.0572, -0.3003, 0.5883, -0.2658, -0.1233, -0.0870, -0.3070, -0.1170, -0.1168, -0.3052, -0.1293, -0.0469, 0.0704, 0.0455, 0.0778, 0.0498, 0.0320, 0.0611, 0.0763, 0.0763, 0.0662, 0.0317, 0.0601, 0.0675, 0.0864, 0.0643, 0.0892, 0.0779, 0.0744, 0.0721, -0.0500, -0.0463, -0.5403, 0.1282, -0.0444, -0.0307, 0.1014, 0.0878, 0.0859, 0.0882, 0.0970, 0.0887, -0.0389, -0.0629, -0.4621, 0.0943, -0.0543, -0.0407, 0.0542, 0.0982, 0.0896, 0.0875, 0.0967, 0.0926, -0.0265, -0.0223, -0.4532, 0.0965, -0.0699, -0.0374, 0.0866, 0.0949, 0.0947, 0.0920, 0.0806, 0.0728],
  "smiles": "CN(C)P(=O)(N(C)C)N(C)C.CN(C)P(=O)(N(C)C)N(C)C.CN(C)P(=O)(N(C)C)N(C)C.CN(C)P(=O)(N(C)C)N(C)C.CN(C)P(=O)(N(C)C)N(C)C.CN(C)P(=O)(N(C)C)N(C)C.CN(C)P(=O)(N(C)C)N(C)C.COC(=O)OC.COC(=O)OC.COC(=O)OC",
  "molar_mass_g_mol": 1524.66,
  "orbital_gap_ha": 0.2942,
  "multiplicity": 1
}